# 1
A structure of composition C24H40BIrN4P in a non-equilibrium geometry. Source: OMol25; level of theory: the ωB97M-V functional and the def2-TZVPD basis.

Each line ends with the Mulliken charge.
Cartesian coordinates (Å):
1 Ir -0.272 0.824 0.504  2.89
2 B 2.564 -0.261 2.519  -0.36
3 N 2.562 -0.499 1.044  0.22
4 C 3.686 -0.892 0.373  -0.44
5 C 3.384 -1.015 -0.955  -0.74
6 C 2.029 -0.659 -1.039  -0.39
7 N 1.548 -0.358 0.170  -0.04
8 N 1.258 -0.028 3.205  0.23
9 C 1.124 -0.122 4.561  -0.40
10 C -0.156 0.219 4.899  -1.02
11 C -0.768 0.541 3.676  -0.11
12 N 0.091 0.384 2.668  -0.43
13 H 3.178 -1.147 3.083  0.09
14 H 3.327 0.681 2.763  0.18
15 H 4.613 -1.056 0.898  0.46
16 H 4.031 -1.318 -1.759  0.50
17 H 1.391 -0.623 -1.909  0.35
18 H 1.947 -0.434 5.184  0.45
19 H -0.598 0.240 5.879  0.48
20 H -1.779 0.869 3.494  0.52
21 C 1.283 4.784 -1.237  -1.72
22 C 1.366 3.272 -0.948  1.05
23 C 2.795 2.859 -0.607  -1.12
24 C 0.393 2.972 0.167  -1.64
25 H 1.987 5.045 -2.027  0.44
26 H 1.537 5.359 -0.344  0.38
27 H 0.284 5.068 -1.565  0.41
28 H 1.065 2.760 -1.870  0.13
29 H 3.483 3.187 -1.385  0.47
30 H 2.886 1.774 -0.518  0.02
31 H 3.117 3.310 0.335  0.36
32 H -0.564 3.480 0.025  0.55
33 H 0.812 3.196 1.154  0.71
34 C -2.112 -0.684 -2.751  -1.62
35 C -2.877 0.303 -1.869  2.03
36 C -2.330 1.720 -2.084  -1.92
37 C -4.371 0.279 -2.174  -1.68
38 P -2.511 -0.093 -0.053  -0.82
39 C -3.674 0.939 0.911  0.99
40 C -3.202 2.134 1.466  -0.64
41 C -4.038 2.987 2.168  -0.92
42 C -5.374 2.651 2.330  -0.77
43 C -5.860 1.472 1.783  -0.79
44 C -5.023 0.624 1.076  -0.34
45 C -2.762 -1.910 0.401  2.03
46 C -1.497 -2.657 -0.040  -1.66
47 C -3.989 -2.549 -0.243  -1.57
48 C -2.870 -1.961 1.929  -1.61
49 H -2.165 -0.354 -3.790  0.54
50 H -2.536 -1.686 -2.710  0.31
51 H -1.055 -0.737 -2.472  0.16
52 H -2.475 2.011 -3.126  0.57
53 H -1.254 1.768 -1.873  0.39
54 H -2.847 2.450 -1.459  0.30
55 H -4.504 0.502 -3.235  0.55
56 H -4.910 1.038 -1.611  0.37
57 H -4.822 -0.694 -1.989  0.32
58 H -2.161 2.412 1.327  0.27
59 H -3.651 3.910 2.580  0.49
60 H -6.036 3.312 2.871  0.43
61 H -6.904 1.213 1.900  0.50
62 H -5.438 -0.279 0.652  0.23
63 H -1.432 -2.742 -1.125  0.29
64 H -1.520 -3.670 0.367  0.54
65 H -0.591 -2.170 0.332  0.31
66 H -3.924 -2.569 -1.330  0.36
67 H -4.921 -2.072 0.052  0.27
68 H -4.041 -3.587 0.095  0.50
69 H -1.998 -1.503 2.401  0.28
70 H -2.909 -3.005 2.246  0.54
71 H -3.770 -1.469 2.295  0.31

Summary:
Largest force on an atom   1.54 eV Å⁻¹
ΔE to the lowest compared entry with this formula, charge and spin   24.8 kJ/mol
Spin multiplicity   6
Charge   +2
Energy   -44283.251 eV
HOMO (spin up / spin down)   -14.07 / -14.94 eV
Molar mass   618.62 g/mol

# 2
A structure of composition C2FI3 in a non-equilibrium geometry. Source: OMol25; level of theory: the ωB97M-V functional and the def2-TZVPD basis.

Each line ends with the Mulliken charge.
Cartesian coordinates (Å):
1 C 0.541 -0.172 0.864  -0.27
2 C -1.445 0.243 -1.508  -0.21
3 F 1.101 -1.125 1.668  -0.12
4 I 2.196 0.867 -0.189  0.00
5 I -0.376 -1.394 -0.850  0.39
6 I -2.016 1.581 0.016  0.21

Summary:
Largest force on an atom   1.74 eV Å⁻¹
ΔE to the lowest compared entry with this formula, charge and spin   510.3 kJ/mol
Energy   -29086.172 eV
HOMO (spin up / spin down)   -8.39 / -8.39 eV
Molar mass   423.73 g/mol

# 3
The molecule C5H8N2. Source: OMol25; level of theory: the ωB97M-V functional and the def2-TZVPD basis.

Each line ends with the Mulliken charge.
Cartesian coordinates (Å):
1 C 1.773 2.028 -0.695  -0.63
2 N 1.294 0.296 -0.538  0.23
3 C -0.071 0.108 -0.868  -0.67
4 C -0.660 -0.589 0.123  0.68
5 C -2.094 -0.964 0.343  -1.20
6 C 0.435 -0.902 1.024  -0.18
7 N 1.574 -0.425 0.636  -0.72
8 H 1.976 0.075 -1.277  0.40
9 H 2.460 2.025 0.183  0.17
10 H 0.833 2.477 -0.314  0.12
11 H -0.464 0.534 -1.781  0.44
12 H -2.213 -2.053 0.410  0.30
13 H -2.738 -0.601 -0.462  0.32
14 H -2.461 -0.523 1.278  0.29
15 H 0.355 -1.486 1.939  0.43

Summary:
Largest force on an atom   0.99 eV Å⁻¹
ΔE to the lowest compared entry with this formula, charge and spin   457.5 kJ/mol
Energy   -8290.254 eV
HOMO   -7.65 eV
Molar mass   96.13 g/mol

# 4
The ion C6H17N2 with charge +1 in a non-equilibrium geometry. Source: OMol25; level of theory: the ωB97M-V functional and the def2-TZVPD basis.

Each line ends with the Mulliken charge.
Cartesian coordinates (Å):
1 C -0.378 -3.022 0.637  -1.23
2 C 0.587 -2.309 1.605  -0.19
3 C 0.618 -0.750 1.512  -0.82
4 N -0.491 -0.116 0.800  -0.27
5 C -0.462 -0.140 -0.647  -0.19
6 C 0.565 0.865 -1.128  -0.89
7 N 0.093 2.246 -0.737  -0.16
8 C -0.457 3.053 -1.859  -0.87
9 H -0.174 -2.711 -0.371  0.31
10 H -0.100 -4.082 0.609  0.40
11 H -1.426 -3.172 0.921  0.35
12 H 0.120 -2.488 2.579  0.23
13 H 1.571 -2.762 1.577  0.37
14 H 1.605 -0.455 1.153  0.16
15 H 0.505 -0.403 2.491  0.49
16 H -1.354 -0.526 1.105  0.25
17 H -0.172 -1.103 -1.060  -0.05
18 H -1.433 0.060 -1.092  0.52
19 H 1.474 0.728 -0.571  0.32
20 H 0.914 0.791 -2.137  0.45
21 H -0.543 2.166 0.045  0.40
22 H 0.910 2.724 -0.377  0.37
23 H 0.258 3.131 -2.665  0.35
24 H -0.873 3.986 -1.489  0.35
25 H -1.238 2.447 -2.294  0.36

Summary:
Largest force on an atom   2.09 eV Å⁻¹
ΔE to the lowest compared entry with this formula, charge and spin   129.2 kJ/mol
Charge   +1
Energy   -9470.695 eV
HOMO   -12.89 eV
SMILES   CCCNCC[NH2+]C
Molar mass   117.22 g/mol

# 5
The molecule C4H9NO in a non-equilibrium geometry. Source: OMol25; level of theory: the ωB97M-V functional and the def2-TZVPD basis.

Each line ends with the Mulliken charge.
Cartesian coordinates (Å):
1 H -3.398 -0.255 0.506  0.23
2 N -2.372 -0.588 0.641  -0.49
3 C -1.516 0.091 0.020  -0.41
4 C -0.089 -0.360 0.185  1.29
5 C 0.457 -0.545 -1.294  -1.45
6 C 0.581 0.646 1.083  -1.42
7 O -0.099 -1.542 0.845  -0.53
8 H -1.616 1.124 -0.298  0.34
9 H 1.300 -1.223 -1.143  0.42
10 H -0.284 -0.970 -2.001  0.39
11 H 0.774 0.436 -1.840  0.31
12 H 1.694 0.558 1.121  0.33
13 H 0.492 1.700 0.750  0.33
14 H 0.303 0.490 2.230  0.32
15 H -0.009 -2.219 0.175  0.33

Summary:
Largest force on an atom   3.49 eV Å⁻¹
ΔE to the lowest compared entry with this formula, charge and spin   232.7 kJ/mol
Energy   -7829.908 eV
HOMO   -9.56 eV
SMILES   [H]/N=C/C(C)(C)O
Molar mass   87.12 g/mol

# 6
The molecule CBrF4N in a non-equilibrium geometry. Source: OMol25; level of theory: the ωB97M-V functional and the def2-TZVPD basis.

Each line ends with the Mulliken charge.
Cartesian coordinates (Å):
1 F 0.657 1.666 -0.580  -0.24
2 N 0.056 0.745 0.550  -0.11
3 Br 1.514 0.217 1.525  0.13
4 C -0.422 -0.344 -0.209  0.88
5 F -0.827 -1.257 0.653  -0.23
6 F 0.506 -0.962 -0.927  -0.21
7 F -1.485 -0.065 -1.011  -0.22

Summary:
Largest force on an atom   3.82 eV Å⁻¹
ΔE to the lowest compared entry with this formula, charge and spin   0.0 kJ/mol
Energy   -83436.395 eV
HOMO   -11.32 eV
SMILES   FN(Br)C(F)(F)F
Molar mass   181.91 g/mol